No. 1
Entry from the OMol25 dataset: a molecular structure, C45H42As2Cl3N4O11S2V in a non-equilibrium geometry (wB97M-V/def2-TZVPD).

Each line ends with the Löwdin spin population.
Element x y z (Å)
O1 2.049 -1.123 2.508  0.007
O2 4.848 -0.374 0.959  0.000
O3 2.282 -2.515 -3.055  0.006
C1 -4.105 1.390 -0.818  0.000
C2 2.102 2.818 0.790  0.001
H1 -0.601 -1.438 3.078  0.000
C3 -0.575 -2.926 -0.742  0.496
C4 4.453 -0.004 -2.858  0.000
C5 -2.352 5.611 -1.531  0.000
H2 1.116 5.678 2.322  0.000
C6 -4.001 3.257 2.244  0.000
C7 0.530 -3.370 -1.583  0.051
H3 -4.515 -2.277 -1.375  0.001
C8 -6.514 3.356 2.874  0.000
V1 1.276 -0.095 -0.602  1.986
C9 1.238 -2.397 -2.245  0.025
O4 -2.383 -3.930 -1.898  0.115
C10 -1.727 0.782 -0.472  0.006
H4 1.442 -6.378 1.868  0.000
H5 -4.748 1.318 -1.692  0.000
C11 -4.805 4.392 -1.878  0.000
H6 -4.713 -2.243 0.403  0.000
C12 1.952 -4.196 0.826  -0.001
O5 0.877 -1.131 -2.151  0.025
H7 5.369 4.805 0.243  0.000
H8 2.020 -4.476 -3.690  0.000
H9 -0.080 1.461 -3.107  0.000
N1 -2.718 1.259 -1.237  0.002
H10 6.777 -0.748 -0.493  0.000
H11 -3.222 3.163 3.001  0.000
H12 -1.893 0.453 0.540  0.000
C13 2.431 -4.287 3.990  0.000
H13 -1.467 -2.871 2.447  -0.001
H14 -5.147 5.818 -3.445  0.000
C14 0.002 2.551 1.640  0.003
H15 -8.562 2.853 3.482  0.000
As1 0.090 -1.923 0.729  0.041
C15 -0.348 -5.861 -0.225  0.016
H16 -4.420 -3.785 -0.454  0.001
C16 1.086 4.663 1.945  0.002
C17 -2.171 1.627 -2.445  0.000
C18 3.398 4.864 1.025  0.002
H17 -4.331 0.565 -0.144  0.000
H18 3.347 -4.801 3.708  0.000
S1 4.001 -0.314 -0.182  0.005
C19 -2.723 4.540 -0.737  0.000
H19 -0.870 1.927 1.796  0.000
C20 5.018 -0.270 -1.616  0.002
H20 -2.040 4.168 0.016  0.000
C21 -0.004 3.866 2.147  0.000
As2 1.290 -5.015 -0.902  0.056
C22 2.347 -6.902 1.559  0.003
C23 5.267 -0.001 -3.977  0.000
C24 -5.287 2.647 2.719  0.000
C25 2.081 -2.331 2.583  0.003
C26 2.817 -3.791 -3.402  0.000
H21 3.476 -3.607 -4.245  0.000
H22 -0.867 4.225 2.693  0.000
O6 -2.803 -2.494 -0.213  0.025
N2 1.006 2.030 0.976  -0.001
H23 7.258 -0.263 -4.727  0.000
H24 8.232 -0.750 -2.509  0.000
H25 3.473 5.888 1.370  0.000
H26 -2.001 -1.249 1.991  0.000
O7 4.253 -3.978 1.282  -0.001
Cl1 -6.364 3.652 -2.119  0.000
O8 2.985 -1.378 -0.398  0.011
H27 2.192 -7.382 0.593  0.002
N3 -0.575 0.832 -1.107  0.006
C27 3.209 2.221 0.123  -0.001
C28 -1.135 -1.858 2.229  -0.002
C29 -5.452 1.330 3.031  0.000
C30 -4.310 2.699 -0.055  0.000
O9 -3.483 2.596 1.091  0.000
H28 4.841 0.208 -4.949  0.000
C31 4.446 4.261 0.397  -0.001
O10 2.542 -2.891 3.690  0.001
C32 4.368 2.921 -0.055  0.002
H29 3.391 0.182 -2.955  0.000
C33 -3.952 3.907 -0.891  0.000
H30 1.567 -4.732 3.500  0.000
C34 -7.540 2.567 3.291  0.000
C35 6.371 -0.542 -1.474  0.000
C36 -1.976 -3.193 -1.034  0.077
H31 -0.819 -5.302 0.581  0.003
H32 -2.768 2.047 -3.237  0.000
H33 -1.037 -5.942 -1.063  0.000
N4 2.953 0.887 -0.198  -0.007
C37 3.308 -4.716 1.234  0.003
C38 -0.846 1.343 -2.360  0.005
C39 -4.203 -2.720 -0.430  0.002
Cl2 -2.780 7.393 -3.514  0.000
C40 2.198 4.143 1.249  0.000
H34 -1.392 6.090 -1.404  0.000
C41 6.626 -0.267 -3.848  0.000
Cl3 -4.241 0.104 3.006  0.000
H35 2.304 -4.348 5.067  0.000
H36 -6.617 4.415 2.677  0.000
S2 -7.048 0.945 3.504  0.000
C42 1.472 -3.113 1.437  0.020
H37 5.230 2.472 -0.529  0.000
H38 3.390 -4.205 -2.574  0.000
H39 -4.149 4.322 2.039  0.000
H40 -5.362 2.749 0.238  0.000
H41 -0.094 -6.858 0.129  0.001
C43 -3.228 6.061 -2.506  0.000
C44 -4.463 5.461 -2.689  0.000
C45 7.175 -0.540 -2.604  0.000
H42 2.592 -7.659 2.299  0.000
O11 3.471 -6.023 1.487  0.001

Calculated values
Lowest unoccupied orbital energy (spin up / spin down) = -2.60 / -3.58 eV
2S+1 = 4
Charge = +1
E_HOMO (spin up / spin down) = -0.38136 / -0.38475 Eh
Strongest force on any atom = 1.1 eV/Å
ΔE to the lowest compared entry with this formula, charge and spin = 0.0 kJ/mol
Frontier orbital gap (spin up / spin down) = 7.78 / 6.88 eV

---

No. 2
Entry from the OMol25 dataset: a molecular structure, C45H42AsN8OPPd (wB97M-V/def2-TZVPD).

Each line ends with the Löwdin charge.
Element x y z (Å)
H1 -0.032 -0.917 2.166  0.093
C1 0.248 4.501 2.599  -0.427
H2 -2.590 -4.624 -4.744  0.102
C2 -0.536 6.378 3.906  -0.087
H3 4.541 -0.398 -2.752  0.105
N1 1.783 -3.142 -0.431  0.134
H4 -0.813 -1.473 4.276  0.146
C3 1.876 -4.337 -0.983  -0.380
C4 -1.042 3.982 2.603  -0.114
H5 -2.837 -5.025 -2.173  0.099
N2 -0.863 -2.348 -2.840  -0.097
N3 -2.306 -4.163 0.288  0.067
H6 -1.982 1.015 0.887  0.091
C5 -3.588 -5.329 4.246  -0.092
C6 -3.961 2.076 -1.641  -0.084
C7 3.637 0.198 -2.781  -0.068
H7 4.207 4.936 0.488  0.089
H8 -0.332 7.312 4.414  0.102
O1 2.216 -1.803 1.358  -0.003
C8 0.758 1.081 0.632  -0.390
C9 -1.896 1.169 -2.490  -0.093
H9 -4.180 2.039 0.497  0.103
C10 2.416 -5.461 -0.278  -0.001
C11 -1.828 5.862 3.885  -0.093
H10 0.888 -3.695 -2.614  0.074
C12 2.781 -5.244 0.997  -0.058
H11 3.011 -2.788 3.201  0.081
H12 2.331 2.940 -4.277  0.105
H13 1.284 -5.378 -2.625  0.112
N4 1.443 -4.462 -2.245  0.192
C13 1.310 1.718 -2.846  -0.103
H14 2.595 -1.041 -1.361  0.078
H15 -0.010 5.577 0.075  0.104
C14 -1.442 0.941 -1.195  -0.353
H16 0.417 7.295 -1.630  0.102
C15 -2.329 -3.466 5.077  -0.039
H17 -4.932 2.520 -1.817  0.102
C16 -1.694 -3.468 -3.135  -0.330
N5 -1.133 -2.039 3.511  0.115
C17 -1.970 -3.148 3.781  -0.187
H18 3.175 -6.032 1.626  0.133
C18 -2.181 -4.171 -2.091  -0.145
Pd1 -0.713 -2.090 -0.804  0.832
H19 4.408 1.601 -4.213  0.102
H20 1.766 0.703 0.811  0.068
C19 -2.076 4.660 3.241  -0.086
H21 2.510 -6.434 -0.737  0.108
H22 4.635 6.677 -1.209  0.100
N6 -1.110 -2.366 1.213  0.004
C20 -1.963 -3.521 1.356  -0.295
H23 -3.425 -4.817 6.329  0.098
H24 -1.616 -3.278 -6.549  0.094
H25 -0.106 -1.312 -5.956  0.083
C21 -2.292 1.244 -0.128  -0.120
C22 -0.741 -1.724 2.260  -0.173
C23 0.753 2.578 0.361  -0.431
C24 2.222 -2.915 0.832  -0.508
C25 -1.411 -3.038 -5.512  -0.116
C26 1.251 6.784 -1.164  -0.084
C27 2.074 5.140 0.404  -0.418
C28 -3.146 -4.565 5.315  -0.100
C29 -0.340 -1.644 -3.880  -0.209
N7 -1.809 -3.700 -0.829  -0.222
C30 -2.399 -3.912 2.688  -0.107
C31 -1.949 -3.779 -4.526  -0.068
C32 1.378 0.598 -2.021  -0.380
H26 2.317 -4.366 3.620  0.095
H27 -1.299 0.872 -3.342  0.091
C33 2.557 7.101 -1.525  -0.094
N8 2.678 -4.022 1.576  -0.045
H28 -2.634 6.394 4.374  0.100
P1 0.128 0.078 -0.799  0.988
H29 -3.550 -5.608 2.109  0.109
C34 3.617 6.436 -0.929  -0.094
C35 2.397 2.069 -3.637  -0.072
C36 -3.217 -5.009 2.946  -0.025
C37 3.032 -3.848 2.980  -0.016
H30 -3.078 4.249 3.227  0.101
C38 3.562 1.315 -3.601  -0.081
H31 -3.481 1.911 -3.724  0.107
C39 -0.561 -1.924 -5.190  -0.116
H32 1.242 2.797 -0.588  0.051
C40 1.012 5.811 -0.204  -0.108
H33 -4.227 -6.185 4.423  0.101
H34 1.495 6.110 3.286  0.099
C41 -3.535 1.812 -0.344  -0.078
H35 -1.971 -2.859 5.901  0.108
H36 0.307 -0.822 -3.614  0.070
H37 -0.264 2.962 0.291  0.050
H38 0.172 0.848 1.522  0.046
H39 0.416 2.326 -2.878  0.102
H40 -1.259 3.043 2.105  0.075
C42 0.492 5.698 3.272  -0.130
H41 2.744 7.865 -2.269  0.100
C43 3.374 5.458 0.030  -0.129
C44 2.551 -0.162 -1.996  -0.090
C45 -3.145 1.738 -2.709  -0.070
As1 1.758 3.670 1.670  1.303
H42 4.031 -4.238 3.170  0.092

Calculated values
Lowest unoccupied orbital energy = 0.39 eV
2S+1 = 1
Charge = 0
E_HOMO = -0.17566 Eh
Strongest force on any atom = 0.7 eV/Å
ΔE to the lowest compared entry with this formula, charge and spin = 0.0 kJ/mol
Frontier orbital gap = 5.17 eV

---

No. 3
Entry from the OMol25 dataset: a molecular structure, C45H42BF4O27 in a non-equilibrium geometry (wB97M-V/def2-TZVPD).

Each line ends with the Löwdin charge.
Element x y z (Å)
O1 -9.604 2.321 1.916  0.175
C1 3.769 4.374 -1.314  -0.369
O2 -1.756 2.974 -1.486  0.062
H1 2.158 -5.624 0.075  0.132
C2 2.010 0.311 -4.027  -0.041
C3 -7.755 1.469 3.203  -0.477
H2 1.328 -7.350 3.949  0.203
C4 3.273 0.385 -4.805  -0.373
C5 -8.287 2.023 2.006  -0.106
O3 3.317 4.063 -5.744  0.124
C6 -6.044 1.860 0.707  -0.443
C7 3.721 -2.864 1.845  -0.440
H3 -7.897 2.664 -0.271  0.143
F1 -0.272 -0.440 -1.298  0.260
H4 -2.100 -0.421 -5.143  0.072
O4 3.690 -1.646 1.839  0.118
C8 -1.081 5.466 1.263  0.098
H5 6.251 2.885 -2.909  0.147
C9 2.769 -4.993 0.846  0.071
H6 -9.777 2.344 2.731  -0.023
H7 -3.439 -4.822 -2.514  0.050
C10 1.459 -4.031 4.801  -0.416
O5 0.283 2.030 6.040  0.035
C11 -0.294 -2.752 3.458  -0.092
H8 4.895 0.921 -1.950  0.142
F2 -1.293 -1.659 0.174  0.166
C12 1.130 -5.308 4.082  -0.118
H9 2.791 4.660 -5.229  0.093
C13 -0.830 -2.085 -5.029  -0.439
O6 -1.839 3.387 1.287  0.074
C14 -0.922 5.377 -1.676  0.090
H10 -2.094 3.311 3.970  0.193
H11 0.250 1.710 -3.344  0.055
B1 -0.702 -0.448 -0.082  -1.477
H12 1.149 -0.600 -2.537  0.064
H13 -3.133 -4.253 -0.952  0.094
C15 -6.469 1.019 3.174  0.099
H14 1.264 1.654 3.842  0.136
H15 -0.907 5.412 -2.786  0.116
H16 -0.918 0.045 -3.970  0.080
O7 2.994 0.352 -0.387  0.113
H17 1.132 1.162 0.330  0.096
C16 -1.235 -5.000 -2.130  -0.433
H18 1.012 -4.462 -1.842  0.149
O8 -5.361 2.034 -0.278  0.117
O9 -4.132 0.880 1.870  0.074
O10 1.013 3.990 -4.275  0.085
C17 2.871 2.898 -5.233  -0.120
O11 -1.093 -1.648 3.221  0.098
O12 0.105 7.744 1.028  0.144
H19 -2.440 1.485 4.957  0.130
H20 0.030 -5.234 -0.203  0.115
C18 -1.511 4.336 0.594  -0.416
H21 -2.856 -3.405 -2.463  0.125
H22 0.321 -3.766 -5.529  0.078
C19 -2.613 -4.456 -1.946  -0.053
C20 3.179 1.527 -0.683  -0.410
H23 -1.590 -1.809 2.442  0.070
O13 1.104 2.193 0.310  0.052
F3 -1.564 0.508 0.178  0.232
C21 -0.401 6.579 -1.046  -0.375
C22 -0.430 2.091 5.044  -0.515
O14 5.619 3.673 -2.788  0.014
C23 -0.065 -4.566 -1.221  -0.029
C24 -0.460 6.649 0.442  -0.069
O15 0.055 7.577 -1.643  0.085
H24 -0.573 0.253 -5.617  0.084
O16 3.965 -0.687 -5.023  0.043
H25 -3.695 1.328 1.103  0.100
H26 -0.114 7.766 1.889  0.052
C25 0.704 -2.835 4.558  0.087
C26 3.648 1.543 -5.492  0.101
O17 1.958 -0.681 -3.032  0.075
H27 1.959 4.742 -0.458  0.064
H28 -1.881 2.455 -0.556  0.149
H29 4.430 1.600 -6.140  0.075
C27 2.306 2.598 -0.326  -0.111
H30 2.097 -1.772 0.324  0.041
O18 2.390 -4.148 5.568  0.098
C28 1.652 2.958 -4.479  -0.387
C29 -1.022 -0.551 -4.956  -0.029
C30 -1.821 2.480 5.046  -0.033
C31 2.851 -3.481 0.858  -0.107
H31 -0.299 -3.611 -0.937  -0.003
H32 1.060 -2.106 -5.995  0.086
H33 5.900 -5.586 3.874  0.161
O19 5.297 -6.195 3.300  0.041
O20 2.209 -2.627 -0.009  0.109
H34 0.761 -2.015 5.345  0.145
C32 4.423 -5.290 2.653  -0.095
C33 1.184 1.716 -3.790  0.130
C34 4.603 3.363 -1.823  -0.077
H35 -1.249 5.571 2.254  0.071
C35 -1.394 4.162 -0.885  -0.126
C36 3.488 -5.884 1.696  -0.443
F4 0.415 -0.222 0.833  0.069
H36 0.012 0.588 3.575  0.012
O21 4.110 5.599 -1.412  0.083
O22 -1.006 -5.678 -3.182  -0.012
C37 4.512 -3.690 2.690  0.095
C38 -7.418 2.264 0.700  0.113
H37 -6.039 0.642 4.076  0.106
O23 3.523 -7.109 1.527  0.087
H38 -1.987 2.859 5.972  0.018
O24 -1.420 -3.952 1.756  0.113
C39 -5.484 1.312 1.944  -0.010
C40 -0.613 -3.980 2.643  -0.415
C41 0.125 1.577 3.678  0.012
C42 2.550 3.972 -0.663  0.100
O25 -1.794 -2.793 -4.854  0.057
O26 -8.468 1.329 4.196  0.097
H39 5.314 -3.120 3.423  0.166
C43 0.513 -2.750 -5.324  0.014
H40 0.954 -2.789 -4.428  0.026
C44 4.319 1.799 -1.499  0.130
H41 -0.432 1.931 2.945  -0.001
O27 1.729 -6.484 4.387  0.053
C45 0.046 -5.190 2.954  0.086
H42 -0.077 -5.883 2.222  0.066

Calculated values
Lowest unoccupied orbital energy = -0.94 eV
2S+1 = 1
Charge = -1
E_HOMO = -0.25405 Eh
Strongest force on any atom = 11.5 eV/Å
ΔE to the lowest compared entry with this formula, charge and spin = 541.1 kJ/mol
Frontier orbital gap = 5.98 eV

---

No. 4
Entry from the OMol25 dataset: a molecular structure, C45H42Br6Li2N8O7 in a non-equilibrium geometry (wB97M-V/def2-TZVPD).

Each line ends with the Löwdin charge.
Element x y z (Å)
Br1 -2.807 -5.111 8.823  0.545
H1 -4.549 0.268 -5.205  0.094
C1 0.495 1.470 -8.822  -0.029
N1 5.625 -2.689 -2.610  0.046
H2 0.117 -9.298 -2.339  0.097
H3 10.581 -0.961 5.521  0.103
C2 -9.012 -3.632 2.198  -0.116
O1 -0.391 4.182 -9.186  0.072
O2 0.509 -0.702 0.860  -0.155
C3 9.757 -0.857 4.831  -0.074
N2 -6.677 -2.691 1.045  0.038
C4 -8.726 -3.974 0.886  -0.065
O3 1.280 -0.192 2.697  -0.135
H4 8.492 -3.091 -4.258  0.103
H5 0.432 1.749 -9.864  0.121
C5 6.820 -2.399 -3.208  -0.150
H6 3.366 7.534 -2.071  0.102
C6 -4.578 3.573 -4.642  -0.091
C7 3.731 6.562 -1.773  -0.091
O4 -6.029 3.026 6.246  0.055
C8 0.716 0.149 -8.543  -0.072
H7 -3.581 3.224 5.048  0.116
H8 -9.913 -3.956 2.698  0.112
Br2 -5.759 -3.942 8.714  0.472
C9 5.556 -4.774 -3.788  -0.068
C10 -4.126 6.987 4.427  -0.069
Br3 -4.748 -5.951 6.353  0.541
H9 3.180 6.982 0.265  0.097
H10 0.115 0.377 7.935  -0.016
C11 4.314 5.625 -2.619  -0.063
H11 7.336 -5.324 -4.808  0.101
C12 5.017 -3.868 -2.912  -0.155
Br4 1.419 2.460 8.613  0.489
N3 -3.937 1.220 -3.357  0.031
C13 0.310 0.810 8.916  -1.523
C14 -3.742 2.426 -2.744  -0.123
C15 -3.784 4.285 5.046  0.024
H12 5.075 3.547 -2.622  0.084
C16 -2.659 5.055 4.571  -0.035
H13 -4.208 8.050 4.254  0.103
C17 0.377 2.398 -7.803  -0.137
H14 -0.656 -7.694 -4.119  0.090
C18 -0.209 -7.851 -0.748  -0.068
H15 10.923 0.134 3.374  0.105
N4 4.502 4.002 -0.696  0.035
C19 -4.195 -4.556 7.584  -1.539
H16 7.383 -1.509 -2.969  0.099
O5 0.546 4.617 -7.243  0.049
C20 -2.853 6.427 4.351  -0.081
H17 0.174 -8.388 0.108  0.096
C21 -4.155 3.643 -3.337  -0.074
N5 -1.187 -5.726 -1.379  0.034
C22 0.378 -0.675 2.039  -1.282
C23 4.075 5.037 0.088  -0.143
O6 -7.331 4.621 5.531  0.059
C24 8.444 -1.200 5.238  -0.072
C25 3.587 6.252 -0.419  -0.077
C26 -5.187 6.233 4.941  -0.013
H18 4.056 -4.022 -2.444  0.102
C27 -1.086 -6.102 -2.728  -0.116
H19 -6.084 6.754 5.242  0.116
H20 -4.894 2.324 -6.382  0.094
Li1 -2.474 -1.779 -0.215  0.824
C28 8.864 -0.201 2.778  -0.161
H21 3.928 4.663 1.091  0.098
N6 0.140 3.836 -8.126  -0.316
H22 -7.166 -3.775 -0.623  0.093
H23 -0.739 -6.196 0.556  0.104
C29 -0.737 -6.591 -0.449  -0.158
H24 -3.310 2.393 -1.755  0.097
Br5 1.213 -0.537 9.969  0.544
H25 1.198 -1.282 -6.960  0.102
H26 -1.698 4.564 4.532  0.106
C30 0.624 2.028 -6.482  0.000
C31 -8.282 -2.714 2.804  -0.087
C32 9.938 -0.226 3.632  -0.093
O7 -0.709 -1.090 2.504  -0.180
H27 0.944 0.305 -5.189  0.107
H28 -9.488 -4.561 0.395  0.101
H29 5.024 -5.687 -4.013  0.099
C33 -5.052 4.874 5.188  -0.156
C34 -7.520 -3.524 0.366  -0.137
C35 -0.638 -7.389 -3.083  -0.085
C36 6.861 -4.508 -4.284  -0.062
H30 0.685 2.764 -5.694  0.117
H31 6.442 -1.246 4.765  0.106
C37 -4.501 1.160 -4.598  -0.146
N7 7.618 -0.662 3.055  0.054
C38 -7.058 -2.282 2.242  -0.134
H32 -1.423 -5.335 -3.409  0.088
C39 -0.197 -8.294 -2.092  -0.066
Br6 -1.382 1.310 9.817  0.505
C40 7.464 -3.300 -4.002  -0.100
C41 4.650 4.351 -2.038  -0.120
C42 0.922 0.695 -6.196  -0.062
H33 8.351 -1.625 6.226  0.102
C43 -4.678 2.341 -5.324  -0.071
H34 -6.463 -1.534 2.744  0.105
N8 -6.212 4.115 5.650  -0.322
H35 9.007 0.224 1.795  0.097
H36 4.479 5.837 -3.665  0.094
H37 -2.021 7.062 4.085  0.100
H38 -8.579 -2.330 3.769  0.107
H39 -4.011 4.624 -2.908  0.101
H40 -4.813 4.541 -5.057  0.101
H41 0.686 -0.561 -9.356  0.106
C44 7.418 -1.040 4.351  -0.149
Li2 3.989 -0.235 0.722  0.836
C45 0.932 -0.267 -7.213  -0.058
H42 -3.850 -3.786 6.893  -0.020

Calculated values
Lowest unoccupied orbital energy = -0.69 eV
2S+1 = 1
Charge = 0
E_HOMO = -0.14510 Eh
Strongest force on any atom = 10.8 eV/Å
Frontier orbital gap = 3.26 eV

---

- The lowest strongest force on any atom belongs to which entry?
  C45H42AsN8OPPd